The following is a DFT calculation (ωB97M-V with the def2-TZVPD basis set) of a 2-piece molecular cluster, C3H9O2 overall at a distorted geometry.

Each line ends with the natural charge from an NBO analysis.
Positions of all 14 atoms, in Å:
C 0.49 0.10 -0.61  -0.003
O 1.67 0.65 -0.88  -0.944
C -0.22 0.86 0.57  -0.434
C 0.58 0.63 1.86  -0.632
H 0.60 -0.95 -0.23  0.054
H -0.25 0.19 -1.46  0.051
H -1.27 0.55 0.74  0.154
H -0.25 1.92 0.30  0.182
H 0.69 1.52 2.48  0.182
H 1.58 0.34 1.53  0.232
H 0.18 -0.21 2.43  0.174
H -1.74 -1.13 -1.48  0.477
H -1.28 -2.27 -0.67  0.471
O -2.08 -1.96 -1.13  -0.965

Its net charge is -1. As for the HOMO energy: -2.449 eV. The value obtained for the HOMO-LUMO gap is 6.8 eV.